(1)
Computed, not measured: 2 unconnected molecules or ions with the total composition C5H11B in a non-equilibrium geometry, with ωB97M-V/def2-TZVPD.

## Properties
LUMO (spin up / spin down) (eV): 0.4 / 0.2
Frontier orbital gap (spin up / spin down) (eV): 9.122 / 6.287
DFT total energy (a.u.): -221.71860
Largest force on an atom (hartree/bohr): 0.0829
Highest occupied orbital energy (spin up / spin down) (eV): -8.768 / -6.113

```
! wB97M-V def2-TZVPD RIJCOSX def2/J DEFGRID3
* xyz 0 1
B 0.579 0.669 -0.368
C 2.847 0.060 0.437
C 1.903 0.090 -0.546
C -0.906 -2.442 -0.071
C -1.670 1.129 0.506
C -0.656 1.530 -0.619
H 3.931 -0.237 0.398
H 2.673 0.382 1.530
H 2.107 -0.240 -1.470
H -0.199 -3.041 0.407
H -1.374 -2.911 -0.826
H -1.436 -1.853 0.555
H -1.241 1.191 1.559
H -2.476 1.841 0.479
H -2.076 0.039 0.388
H -1.174 1.132 -1.618
H -0.831 2.662 -0.741
*
```

(2)
Computed, not measured: 2 unconnected molecules or ions with the total composition C5H11BN2 in a non-equilibrium geometry, with ωB97M-V/def2-TZVPD.

## Properties
LUMO (eV): 0.7
Frontier orbital gap (eV): 8.076
DFT total energy (a.u.): -331.40308
Largest force on an atom (hartree/bohr): 0.1217
Highest occupied orbital energy (eV): -7.374

```
! wB97M-V def2-TZVPD RIJCOSX def2/J DEFGRID3
* xyz 0 1
B -0.150 -0.317 0.485
C 2.118 1.670 -1.115
C 2.487 1.065 0.011
C -1.970 -0.711 -0.840
C -2.255 -1.232 0.567
C 1.661 0.923 1.110
N -0.663 -0.019 -0.692
N -0.921 -1.280 1.280
H 2.785 1.754 -1.989
H 1.144 2.270 -1.144
H 3.443 0.513 -0.019
H -1.939 -1.532 -1.505
H -2.720 -0.028 -1.066
H -2.877 -0.575 1.103
H -2.737 -2.133 0.675
H 1.955 0.224 1.809
H 0.973 1.581 1.430
H -0.426 0.725 -1.351
H -1.154 -1.423 2.232
*
```

(3)
Computed, not measured: a single C5H11BN2O2 molecule in a non-equilibrium geometry, with ωB97M-V/def2-TZVPD.

## Properties
LUMO (spin up / spin down) (eV): 0.6 / -3.0
Frontier orbital gap (spin up / spin down) (eV): 4.180 / 5.945
DFT total energy (a.u.): -481.84229
Largest force on an atom (hartree/bohr): 0.1495
⟨S²⟩: 2.02
Highest occupied orbital energy (spin up / spin down) (eV): -3.623 / -8.978

```
! wB97M-V def2-TZVPD RIJCOSX def2/J DEFGRID3
* xyz 0 3
B 0.187 0.819 0.000
C -1.863 -0.549 0.152
C 0.382 -1.689 -0.197
C 1.121 -0.445 0.309
C 2.617 -0.398 -0.060
C -2.115 1.783 -0.217
N -0.998 -1.631 0.192
N -1.217 0.647 -0.079
O -3.032 -0.702 0.403
O 0.641 2.137 -0.233
H 0.479 -1.873 -1.247
H 0.866 -2.518 0.320
H 0.831 -0.445 1.389
H 2.936 0.477 -0.651
H 2.761 -1.433 -0.389
H 3.263 -0.361 0.824
H -3.093 1.473 -0.480
H -2.241 2.472 0.746
H -1.610 2.342 -1.031
H -1.466 -2.446 0.563
H 1.551 2.340 -0.315
*
```

(4)
Computed, not measured: 2 unconnected molecules or ions with the total composition C5H11BO2 in a non-equilibrium geometry, with ωB97M-V/def2-TZVPD.

## Properties
LUMO (eV): 0.7
Frontier orbital gap (eV): 10.459
DFT total energy (a.u.): -372.44015
Largest force on an atom (hartree/bohr): 0.0854
Highest occupied orbital energy (eV): -9.725

```
! wB97M-V def2-TZVPD RIJCOSX def2/J DEFGRID3
* xyz 0 1
B 0.089 1.669 0.858
C -1.840 2.096 1.979
C -2.085 1.929 0.452
C 2.317 -1.506 -1.584
C 0.650 -3.164 -0.901
C 0.981 -1.947 -1.104
O -0.398 1.993 2.110
O -0.903 1.560 -0.138
H -1.897 3.227 2.229
H -2.440 1.398 2.633
H -2.784 1.076 0.251
H -2.351 2.778 -0.163
H 2.483 -0.666 -0.902
H 2.359 -1.185 -2.665
H 3.176 -2.277 -1.504
H -0.273 -3.349 -0.446
H 1.363 -4.070 -0.958
H 1.235 1.613 0.669
H 0.318 -1.176 -0.816
*
```

(5)
Computed, not measured: 2 unconnected molecules or ions with the total composition C5H11BO2 in a non-equilibrium geometry, with ωB97M-V/def2-TZVPD.

## Properties
LUMO (spin up / spin down) (eV): 0.1 / -2.2
Frontier orbital gap (spin up / spin down) (eV): 4.406 / 6.843
DFT total energy (a.u.): -372.22095
Largest force on an atom (hartree/bohr): 0.1383
⟨S²⟩: 2.02
Highest occupied orbital energy (spin up / spin down) (eV): -4.315 / -9.030

```
! wB97M-V def2-TZVPD RIJCOSX def2/J DEFGRID3
* xyz 0 3
B -1.624 0.817 0.695
C -2.770 -0.959 -0.807
C -2.447 0.262 -0.512
C 2.642 -0.441 0.885
C 0.906 -0.311 -1.135
C 1.293 0.096 0.329
O -1.384 1.737 1.493
O 0.300 -0.311 1.191
H -3.179 -1.311 -1.769
H -2.570 -1.702 -0.072
H -2.651 1.011 -1.250
H 3.599 0.089 0.437
H 2.492 -0.312 2.011
H 2.685 -1.474 0.607
H 0.085 -1.057 -1.125
H 1.851 -0.470 -1.633
H 0.354 0.542 -1.598
H 1.544 1.207 0.263
H -1.127 2.587 1.989
*
```

(6)
Computed, not measured: a molecular structure, C5H11BO3 in a non-equilibrium geometry, with ωB97M-V/def2-TZVPD.

## Properties
LUMO (eV): 0.5
Frontier orbital gap (eV): 9.901
DFT total energy (a.u.): -447.71835
Largest force on an atom (hartree/bohr): 0.1144
Highest occupied orbital energy (eV): -9.415

```
! wB97M-V def2-TZVPD RIJCOSX def2/J DEFGRID3
* xyz 0 1
B -2.455 0.296 -0.749
C 0.244 0.906 -0.734
C -0.742 1.968 -0.373
C -0.038 -0.468 -0.112
C 0.054 -0.291 1.457
C 1.097 -1.466 -0.444
O -2.053 1.513 -0.558
O -1.143 -1.107 -0.598
O -3.630 -0.074 -1.314
H 0.030 0.796 -1.785
H 1.229 1.177 -0.460
H -0.778 2.318 0.796
H -0.601 2.779 -1.046
H -0.112 -1.264 1.989
H -0.535 0.528 1.961
H 1.121 -0.041 1.761
H 2.073 -1.156 -0.363
H 0.823 -1.612 -1.497
H 0.880 -2.276 0.302
H -3.737 -1.064 -1.481
*
```

Question: Among the records above, which one has the highest largest force on an atom?
Answer: C5H11BN2O2

Question: Among the records above, which one has the highest largest force on an atom?
Answer: C5H11BN2O2

Question: Which of these has the highest DFT total energy?
Answer: C5H11B

Question: What is the formula in the sixth record?
Answer: C5H11BO3